Entry 1:
ORCA calculation (ωB97M-V with the def2-TZVPD basis set) on 3 unconnected molecules or ions with the total composition C3H9NO2 at a distorted geometry.

Last column: Mulliken charge in e.
Element x y z (Å)
H -1.4957 2.1096 -0.9975  0.255
H -0.7377 2.3295 -2.5788  0.296
H -0.0680 -2.3474 -0.4111  0.335
H 1.5418 -0.0962 0.0245  0.394
H 0.2650 2.3088 -1.1332  0.254
H 0.4377 0.0930 2.8326  0.305
H -0.4352 -1.5239 2.6317  0.317
O 0.7929 -1.8995 -0.4002  -0.395
H -1.2836 -0.0208 -1.9612  0.227
C -0.6121 1.8447 -1.5940  -0.637
H 1.3993 -1.4362 2.4086  0.404
O -0.4745 -0.2060 0.4163  -0.488
N -0.3894 0.4318 -1.7625  -0.447
C 0.4482 -0.9244 2.4750  -1.053
C 0.6113 -0.6629 0.0497  0.234

Properties
energy: -324.75732 Eh
spin multiplicity: 1
gap between HOMO and LUMO (spin up / spin down): 0.3036 / 0.3624 Ha
energy above the lowest of the compared OMol25 structures with the same formula, charge and spin: 565.3 kJ/mol

---

Entry 2:
ORCA calculation (ωB97M-V with the def2-TZVPD basis set) on 2 unconnected molecules or ions with the total composition C3H9NO2 at a distorted geometry.

Last column: Mulliken charge in e.
Element x y z (Å)
H -3.0282 -0.0690 0.0158  0.306
O -1.0395 0.3208 -0.5221  -0.443
H 1.4562 1.2552 0.7232  0.211
H -2.9051 1.5048 -2.3422  0.268
H 1.6653 -1.8759 2.0852  0.290
O 2.5564 -1.7398 1.7115  -0.510
H 3.3752 0.0167 0.8551  0.234
H -3.4479 -0.1455 -2.4317  0.289
N 1.3987 0.3939 1.1670  -0.526
H -1.7314 0.1906 -3.0110  0.242
C -2.5716 0.4837 -2.3070  -0.770
C -2.2115 0.1277 -0.8396  0.072
C 2.6573 -0.2672 1.6175  -0.113
H 0.8245 -0.3027 0.6940  0.225
H 3.0016 0.1067 2.5843  0.223

Properties
SMILES string: CC=O.NCO
energy: -324.87301 Eh
spin multiplicity: 1
gap between HOMO and LUMO: 0.3511 Ha
energy above the lowest of the compared OMol25 structures with the same formula, charge and spin: 261.5 kJ/mol

---

Entry 3:
ORCA calculation (ωB97M-V with the def2-TZVPD basis set) on a single C3H9NO2 molecule at a distorted geometry.

Last column: Mulliken charge in e.
Element x y z (Å)
H -0.2332 1.8293 1.8590  0.306
H 1.7000 -1.1139 0.6330  0.320
H -0.7298 -1.8231 0.0927  0.183
H 0.2931 -2.5228 -1.2399  0.295
C 0.1768 -0.3569 -1.1771  -0.577
O 1.2377 -1.9877 0.4871  -0.519
H 0.9478 -0.2474 -1.9868  0.382
C 0.2062 -1.7121 -0.4968  -0.342
H 0.8654 1.5017 -0.4949  0.190
H -1.5674 1.5952 -0.6647  0.297
O -0.8435 2.1538 1.1842  -0.538
N 0.2686 0.7302 -0.2412  -0.223
C -1.0422 1.1854 0.2170  -0.298
H -1.5389 0.2620 0.5807  0.251
H -0.7689 -0.3151 -1.8144  0.273

Properties
SMILES string: OCCNCO
energy: -324.90241 Eh
spin multiplicity: 1
gap between HOMO and LUMO: 0.3779 Ha
energy above the lowest of the compared OMol25 structures with the same formula, charge and spin: 184.3 kJ/mol

---

Entry 4:
ORCA calculation (ωB97M-V with the def2-TZVPD basis set) on 2 unconnected molecules or ions with the total composition C3H9NO2 at a distorted geometry.

Last column: Mulliken charge in e.
Element x y z (Å)
H 1.1781 -0.4487 -0.8026  0.300
H -1.3565 -2.8251 0.6329  0.263
H -0.0479 0.3021 -1.6505  0.169
O 1.0573 1.8175 1.0902  -0.544
H 0.3422 -2.3480 0.8649  0.292
C -0.6103 -1.5561 -0.8593  0.566
C -0.3935 -2.7030 0.1255  -0.865
H 0.8584 0.9844 0.6753  0.380
H -0.5044 3.0799 1.5502  0.221
N 0.1886 -0.4331 -1.0082  -0.461
H 0.8555 3.7491 0.5153  0.218
C 0.2023 2.9093 0.7446  -0.475
H -0.3359 2.6345 -0.1719  0.216
H 0.1833 -3.5915 -0.1575  0.302
O -1.6170 -1.5712 -1.5490  -0.584

Properties
SMILES string: CC(N)=O.CO
energy: -324.91773 Eh
spin multiplicity: 1
gap between HOMO and LUMO: 0.3890 Ha
energy above the lowest of the compared OMol25 structures with the same formula, charge and spin: 144.1 kJ/mol

---

Entry 5:
ORCA calculation (ωB97M-V with the def2-TZVPD basis set) on 2 unconnected molecules or ions with the total composition C3H9NO2 at a distorted geometry.

Last column: Mulliken charge in e.
Element x y z (Å)
H 2.9675 -0.9364 -0.6447  0.254
C 1.5284 0.2486 -1.5919  0.038
H -3.1381 0.6789 1.6587  0.217
C 2.7388 0.0300 -1.0704  -0.727
H 3.4189 0.8512 -1.2416  0.247
H -0.2713 -0.9288 1.7685  0.281
H -1.1373 1.3944 0.9045  0.250
H -2.7372 -0.9719 1.5164  0.207
H 0.3733 -0.9681 -0.5963  0.368
H -1.6548 0.1826 -0.3168  0.262
O -0.1545 -0.3424 1.0204  -0.546
C -1.3742 0.3449 0.7244  -0.098
N -2.4178 -0.0236 1.6562  -0.571
O 0.5012 -0.6379 -1.5171  -0.544
H 1.3572 1.0787 -2.2703  0.362

Properties
SMILES string: C=CO.NCO
energy: -324.88635 Eh
spin multiplicity: 1
gap between HOMO and LUMO: 0.3478 Ha
energy above the lowest of the compared OMol25 structures with the same formula, charge and spin: 226.5 kJ/mol

---

Entry 6:
ORCA calculation (ωB97M-V with the def2-TZVPD basis set) on 2 unconnected molecules or ions with the total composition C3H9NO2 at a distorted geometry.

Last column: Mulliken charge in e.
Element x y z (Å)
O -2.8559 -0.8446 0.6483  -0.503
H -1.8249 -0.1445 2.4719  0.171
N 3.0800 -0.7032 -0.9581  -0.351
H 3.7731 -0.1071 -0.6640  0.224
H 2.8199 -1.6573 -0.6011  0.253
C -0.7868 0.5338 0.6346  -0.568
O 1.0078 -0.3702 -2.2252  -0.497
H -2.7710 1.0077 1.5707  0.287
C -2.1505 0.1334 1.3347  -0.344
C 2.1278 -0.0994 -1.7914  0.106
H -3.5717 -0.3638 0.2011  0.317
H -0.7495 0.0291 -0.4536  0.193
H -0.0152 0.1805 1.3848  0.216
H -0.7712 1.6970 0.7719  0.221
H 2.6883 0.7086 -2.3246  0.276

Properties
SMILES string: NC=O.CCO
energy: -324.87428 Eh
spin multiplicity: 1
gap between HOMO and LUMO: 0.3962 Ha
energy above the lowest of the compared OMol25 structures with the same formula, charge and spin: 258.2 kJ/mol

---

Entry 7:
ORCA calculation (ωB97M-V with the def2-TZVPD basis set) on 2 unconnected molecules or ions with the total composition C3H9NO2 at a distorted geometry.

Last column: Mulliken charge in e.
Element x y z (Å)
H -2.3302 -0.1405 1.1625  0.244
H 1.6764 -1.4074 -1.5287  0.217
H 2.7641 -2.3303 -0.5249  0.282
H -1.1639 1.3721 -0.8252  0.198
N -2.6100 0.8751 0.8995  -0.510
H 3.3218 -0.8166 -1.0776  0.358
C 1.8016 -0.7213 0.5058  0.720
O 0.8787 -1.1707 1.0564  -0.512
C 2.5049 -1.2822 -0.6825  -0.915
C -2.1887 1.0371 -0.5096  -0.708
H -3.6059 1.2317 0.9233  0.239
O 2.3081 0.4788 0.9428  -0.537
H -2.2902 0.1851 -1.2295  0.239
H -2.6564 1.9587 -0.9015  0.301
H 1.5897 0.7304 1.7893  0.386

Properties
SMILES string: CC(=O)O.CN
energy: -324.88641 Eh
spin multiplicity: 1
gap between HOMO and LUMO: 0.3597 Ha
energy above the lowest of the compared OMol25 structures with the same formula, charge and spin: 226.3 kJ/mol

---

Entry 8:
ORCA calculation (ωB97M-V with the def2-TZVPD basis set) on 2 unconnected molecules or ions with the total composition C3H9NO2 at a distorted geometry.

Last column: Mulliken charge in e.
Element x y z (Å)
H -2.0861 -0.6356 1.0754  0.318
H -1.0227 -1.4379 2.1665  0.353
C -1.4113 -1.4646 1.1864  -1.053
C -0.3793 -1.4536 0.1431  0.654
H 0.4855 -3.2489 0.7702  0.189
H 0.0754 3.1573 -1.9083  0.227
H 1.8625 2.4969 -1.7363  0.164
H -2.1292 -2.2742 0.9188  0.299
H 0.5085 1.5584 -1.0794  -0.001
O -0.3240 -0.7113 -0.7955  -0.601
H 1.5836 -2.4597 -0.3158  0.230
O 1.0832 3.1612 -0.0296  -0.501
N 0.6647 -2.3937 0.2488  -0.417
H 0.3336 3.1035 0.6387  0.290
C 0.7555 2.6022 -1.2830  -0.148

Properties
SMILES string: CC(N)=O.CO
energy: -324.90504 Eh
spin multiplicity: 1
gap between HOMO and LUMO: 0.3892 Ha
energy above the lowest of the compared OMol25 structures with the same formula, charge and spin: 177.4 kJ/mol